Molecular formula: C7H19BrN4O6P2
Method: DFT, wB97M-V/def2-TZVPD

Structure (XYZ):
```
39
Properties=species:S:1:pos:R:3:forces:R:3:nbo_charge:R:1
N -1.7178 -1.1211 -2.4561 -0.0093 -0.6906 0.2454 -1.177
P -2.1492 -2.6828 -2.9350 -0.6429 -0.4685 -0.9049 1.513
O -0.6741 -3.3485 -3.0649 -0.3444 0.3351 0.0657 -0.969
O -2.8221 -3.4680 -1.5348 0.8976 0.5938 0.0751 -0.785
C -2.7850 -2.9379 -0.3074 -1.3665 0.4229 0.5403 0.889
O -3.7957 -2.6540 0.2954 0.4967 -0.0863 -0.2672 -0.592
N -1.5310 -2.6815 0.2788 -0.1418 -1.1187 -0.2532 -1.014
P -0.3304 -3.9086 0.0457 0.3243 -0.4408 -0.6163 1.227
O 0.9637 -2.9178 -0.0038 -0.2260 -0.1028 -0.0438 -0.991
Br -0.2726 -4.8117 2.1022 0.0431 0.2648 0.2317 -0.286
H -0.7901 -1.0152 -2.0719 0.1003 0.2767 0.1419 0.378
H -2.4063 -0.6582 -1.8839 -0.1400 0.3663 -0.0349 0.399
H -0.0313 -2.8870 -2.5213 0.6341 -0.1015 0.1061 0.482
H -1.7311 -2.5467 1.2578 0.0793 0.4521 0.3479 0.422
H 0.6565 -2.0143 0.1338 0.3123 0.3670 0.3288 0.506
C 0.2748 1.4042 2.5858 0.1682 0.1351 0.0732 0.534
O 0.8377 0.8755 1.6434 0.1001 -0.0879 -0.2677 -0.658
N -0.8503 0.9399 3.1405 -0.2375 0.0367 0.2170 -0.418
C -1.4897 1.5827 4.2738 -0.0463 -0.1915 -0.1509 -0.400
C -1.4336 -0.2571 2.5667 0.1324 0.0351 -0.0539 -0.426
H 0.6586 2.3172 3.0682 0.0066 0.0072 -0.0109 0.114
H -1.5410 0.8924 5.1170 -0.0211 0.0451 0.0458 0.202
H -2.5014 1.8924 4.0079 -0.0153 0.0349 0.0602 0.202
H -0.9211 2.4594 4.5721 0.0487 0.0262 -0.0173 0.213
H -0.7070 -1.0710 2.6197 -0.0564 -0.0527 0.0038 0.206
H -1.6749 -0.0811 1.5182 -0.0584 -0.0800 -0.0164 0.214
H -2.3347 -0.5349 3.1058 -0.0266 0.0471 0.0524 0.217
C 1.5793 1.4268 -2.5477 -0.1238 -0.1561 0.0649 0.529
O 1.1891 1.2755 -3.6867 -0.0675 -0.0452 -0.1969 -0.625
N 2.4898 2.3317 -2.1602 0.1632 0.1381 0.2144 -0.425
C 2.9032 2.4449 -0.7749 0.0553 0.0689 -0.1938 -0.409
C 3.0679 3.2122 -3.1612 -0.1343 -0.1406 -0.0359 -0.416
H 1.2056 0.8135 -1.7074 0.0183 0.0220 0.0520 0.092
H 2.6802 3.4450 -0.3973 0.0312 -0.0154 0.0763 0.191
H 3.9766 2.2637 -0.6884 -0.0020 0.0165 0.0836 0.192
H 2.3685 1.7158 -0.1703 -0.0157 0.0146 0.0546 0.238
H 2.2853 3.7987 -3.6424 0.0270 0.0277 -0.0396 0.214
H 3.5720 2.6268 -3.9302 0.0169 0.0385 -0.0367 0.215
H 3.7816 3.8793 -2.6870 0.0204 0.0061 0.0591 0.202
```
Forces are in eV/Å.

Properties
E_LUMO = 0.3 eV
Gap between HOMO and LUMO = 9.7 eV
Net charge = 0